# 1
The following is a quantum chemistry calculation of a structure of composition C28H29MnN6O4Si in a non-equilibrium geometry, from the OMol25 dataset.

The geometry in XYZ format:
```
69
Properties=species:S:1:pos:R:3:lowdin_charge:R:1
Mn 1.06836 0.80811 0.54138 0.600
C -0.36939 -0.00335 2.87285 -0.077
N 1.00273 0.49766 2.60980 -0.081
C 2.08190 -0.44531 2.97049 -0.073
C 3.18373 -0.33311 1.95748 -0.271
N 3.02544 0.32495 0.83860 0.101
C 4.20109 0.13813 0.11402 -0.176
C 4.57558 0.59560 -1.14782 0.000
C 5.82477 0.23648 -1.60983 -0.069
C 6.69137 -0.55747 -0.84088 -0.071
C 6.33240 -1.01808 0.40918 -0.004
C 5.07055 -0.65412 0.86366 -0.169
N 4.38754 -0.93746 2.04243 0.191
C -1.29929 0.75542 1.97775 -0.282
N -0.89162 1.22992 0.82711 0.108
C -1.99721 1.85964 0.25986 -0.199
C -2.15442 2.50289 -0.96416 -0.005
C -3.40053 3.00935 -1.26354 -0.064
C -4.48256 2.87206 -0.37798 -0.069
C -4.34429 2.22397 0.83132 -0.009
C -3.08023 1.72741 1.12468 -0.176
N -2.59538 1.02372 2.22400 0.200
H -0.65973 0.08529 3.92278 0.138
H -0.39999 -1.05811 2.58972 0.121
H 1.13862 1.36965 3.11154 0.148
H 1.68074 -1.45996 2.93540 0.138
H 2.46324 -0.27245 3.97994 0.138
H 3.91487 1.20816 -1.74679 0.103
H 6.14958 0.57381 -2.58440 0.108
H 7.66287 -0.81436 -1.24001 0.110
H 7.00067 -1.63064 0.99862 0.117
H 4.71584 -1.50736 2.80316 0.175
H -1.34732 2.56375 -1.68073 0.102
H -3.55918 3.50462 -2.21157 0.108
H -5.44710 3.27267 -0.65758 0.109
H -5.18006 2.09843 1.50603 0.116
H -3.12371 0.72181 3.02456 0.171
O 1.67049 4.33074 -1.39522 0.184
C 1.49511 3.10962 -0.93719 -0.412
O 1.49252 2.81133 0.25535 0.060
C 1.28941 2.04683 -1.96504 -0.189
C 1.30728 2.15011 -3.34153 0.029
C 1.11457 0.97383 -4.06707 -0.009
C 0.88632 -0.22758 -3.40802 0.032
C 0.84181 -0.22956 -2.02044 -0.172
N 1.08130 0.88868 -1.34009 0.056
C 0.60461 -1.37410 -1.03655 -0.503
O 0.50012 -2.62719 -1.42778 0.150
O 0.78744 -1.14261 0.17640 -0.015
H 1.78357 4.94196 -0.64910 0.156
H 1.47529 3.09990 -3.82766 0.129
H 1.13256 0.99594 -5.14740 0.121
H 0.70953 -1.12760 -3.98072 0.127
H 0.26741 -2.69415 -2.36176 0.128
C -3.92417 -4.17667 -0.67887 -0.189
Si -3.60585 -2.56098 0.20224 0.393
C -5.21229 -1.62230 0.44406 -0.184
C -2.86174 -2.92282 1.89137 -0.186
C -2.42393 -1.54368 -0.72356 -0.213
C -1.57377 -0.85024 -1.28036 -0.025
H -4.70301 -4.76971 -0.19724 0.031
H -3.00927 -4.77343 -0.69980 0.029
H -4.22474 -3.98945 -1.71134 0.031
H -6.05049 -2.27785 0.68517 0.030
H -5.46104 -1.06552 -0.46075 0.031
H -5.10966 -0.90322 1.26191 0.009
H -3.49002 -3.60310 2.47080 0.033
H -2.75450 -1.99921 2.46952 -0.001
H -1.87475 -3.37968 1.78962 0.029
```

Its spin multiplicity is 2. For the total energy, the calculation gives -3154.23724 Ha. As for the largest force on an atom: 1.51 eV/Å. The expectation value of S² is 0.778. The net charge is +1. For the frontier orbital gap (alpha / beta), the calculation gives 7.20 / 7.14 eV.

# 2
The following is a quantum chemistry calculation of a cluster of 2 separate species, C3H9PS3 in total in a non-equilibrium geometry, from the OMol25 dataset.

The geometry in XYZ format:
```
16
Properties=species:S:1:pos:R:3:lowdin_charge:R:1
S -3.83442 1.17279 1.35140 0.268
P -2.88554 -0.33490 0.13039 -0.029
S -3.04889 0.78480 -1.75425 0.233
S -4.39054 -1.85472 -0.14025 0.337
H -4.96011 1.10511 0.74456 -0.257
H -4.25398 0.25788 -2.03468 -0.227
H -3.63842 -2.74349 0.26799 -0.295
C 1.04212 -1.13299 0.24194 -0.027
C 0.97822 0.08266 -0.30408 -0.276
C 0.49329 1.29005 0.44018 -0.137
H 1.22509 -1.98082 -0.47838 0.074
H 0.72910 -1.32981 1.21381 0.026
H 1.15444 0.15737 -1.32506 0.065
H -0.42683 1.80559 -0.13071 0.094
H 0.29483 0.87828 1.45369 0.073
H 1.21328 2.15578 0.37347 0.077
```

Its spin multiplicity is 1. For the total energy, the calculation gives -1655.58253 Ha. As for the largest force on an atom: 3.94 eV/Å. For the frontier orbital gap, the calculation gives 9.32 eV.

- Which value of largest force on an atom does entry 2 give?
  3.94 eV/Å